(1)
113
Properties=species:S:1:pos:R:3 method="wB97M-V/def2-TZVPD" charge=+1 e_lumo_ev=-3.237
C 2.47083 2.98880 -0.24913
C 2.98608 4.29586 -0.86050
C 2.31508 5.53479 -0.29655
C 0.79749 5.48630 -0.40465
C 0.02412 5.96957 0.85038
C -0.97234 4.90324 1.27585
C -2.08329 5.35064 2.21709
C -2.94634 4.14884 2.63980
C -3.80211 3.59006 1.49500
C -3.57675 2.12069 1.10138
C -2.15198 1.60367 1.14869
C -1.97684 0.18583 0.58488
C -2.30201 0.05359 -0.89496
C -1.39515 0.90677 -1.78187
C -2.18972 1.79018 -2.75758
C -1.44239 3.05949 -3.10058
N -2.36912 4.17953 -3.45819
C -3.22652 4.64785 -2.30085
C -3.12694 6.13247 -2.05495
O -4.12698 6.79773 -1.77081
O -1.86235 6.60557 -2.18634
H 1.97881 3.16376 0.69908
H 3.27170 2.28124 -0.12442
H 1.75221 2.49942 -0.89306
H 4.04558 4.37281 -0.64905
H 2.89132 4.24062 -1.94079
H 2.67802 6.38633 -0.86171
H 2.64536 5.67493 0.72424
H 0.43769 6.05453 -1.25646
H 0.50849 4.45607 -0.58218
H -0.45603 6.92033 0.65925
H 0.76037 6.04853 1.63721
H -1.46316 4.53955 0.37416
H -0.47555 4.04875 1.71861
H -2.74734 6.00909 1.66527
H -1.69274 5.83302 3.10273
H -2.32568 3.39989 3.11344
H -3.60820 4.52143 3.41048
H -3.72785 4.25268 0.64257
H -4.83461 3.66413 1.80936
H -4.20401 1.46354 1.68842
H -3.94002 2.01394 0.08344
H -1.49873 2.24621 0.56903
H -1.76571 1.57217 2.15811
H -0.92754 -0.04855 0.73199
H -2.51758 -0.53381 1.18486
H -2.18555 -0.98660 -1.17570
H -3.34113 0.31055 -1.05823
H -0.74073 1.55272 -1.20617
H -0.74874 0.29079 -2.39003
H -2.37843 1.21938 -3.65994
H -3.15696 2.03624 -2.33055
H -0.77991 3.39346 -2.31736
H -0.83491 2.87946 -3.97882
H -1.80359 4.97074 -3.77531
H -2.97930 3.92986 -4.23547
H -2.93105 4.08447 -1.42980
H -4.25946 4.42339 -2.50612
H -1.64423 7.19538 -1.44769
C -3.29796 -5.35315 3.11999
C -2.65016 -4.08134 2.54548
C -1.33170 -3.59320 3.15235
F -1.44043 -3.28931 4.45685
F -0.95892 -2.46039 2.49907
F -3.55303 -3.07301 2.52654
F -2.35416 -4.36172 1.24206
O -4.36075 -5.22936 4.06137
C -4.15396 -5.08674 5.41442
C -4.66417 -3.74227 5.94972
F -4.10034 -2.70452 5.30008
F -4.34664 -3.64331 7.25960
F -2.86978 -5.31348 5.75789
F -4.89739 -6.03349 6.02562
H -3.78344 -5.81713 2.26287
H -2.55886 -6.06359 3.45758
H -0.54863 -4.34490 3.02725
H -5.74822 -3.68328 5.83281
C 4.42074 1.55129 -4.73720
C 4.21354 0.98889 -3.31654
C 5.23999 1.34178 -2.23331
F 6.47202 0.90862 -2.53474
F 4.86540 0.74409 -1.07559
F 4.03046 -0.34391 -3.37797
F 3.02804 1.52761 -2.88105
O 4.99503 0.73863 -5.75078
C 6.35670 0.61788 -5.95696
C 6.86340 -0.81355 -5.72964
F 6.55587 -1.25552 -4.49567
F 8.20609 -0.82379 -5.86461
F 7.05327 1.52691 -5.24738
F 6.57391 0.88685 -7.25990
H 3.40794 1.71042 -5.10427
H 4.88431 2.53795 -4.70810
H 5.26947 2.42446 -2.07495
H 6.41753 -1.48663 -6.46513
C 2.43989 -6.84062 1.74272
C 3.48665 -7.90287 1.35475
C 3.38449 -8.56597 -0.02478
F 2.22476 -9.22943 -0.19050
F 4.39212 -9.45602 -0.15012
F 3.55820 -8.83856 2.32367
F 4.68274 -7.25008 1.34152
O 1.33595 -7.19905 2.57577
C 0.15635 -7.72246 2.10601
C -0.12136 -9.14210 2.62046
F 0.87614 -9.98011 2.30534
F -1.26091 -9.58999 2.04527
F 0.05848 -7.62788 0.76926
F -0.83886 -6.94020 2.61951
H 2.99386 -6.14278 2.36766
H 2.11358 -6.26766 0.87505
H 3.48140 -7.81579 -0.81515
H -0.24226 -9.12810 3.70635

***

(2)
48
Properties=species:S:1:pos:R:3 method="wB97M-V/def2-TZVPD" charge=+2 e_lumo_ev="-8.795 / -8.826"
Os -1.38287 0.06187 0.39417
C -5.44393 -0.13367 -1.20740
C -3.99403 -0.43738 -1.12545
O -3.33700 0.11615 -0.22164
C -3.34017 -1.34575 -2.06500
C -4.05575 -1.98085 -3.08051
C -3.42195 -2.83079 -3.97133
C -2.05674 -3.06106 -3.86543
C -1.31360 -2.44561 -2.86725
C -1.96504 -1.60672 -1.98934
O -1.20162 -1.01631 -1.00327
H -5.71370 0.55676 -0.41362
H -6.02391 -1.05401 -1.11162
H -5.68157 0.30230 -2.17983
H -5.11846 -1.80625 -3.17429
H -3.99360 -3.31367 -4.75136
H -1.56335 -3.72373 -4.56343
H -0.24905 -2.60828 -2.76939
N 0.36922 0.08669 1.08180
S 1.57575 1.13701 0.51112
C 2.70952 0.02547 -0.30348
C 2.43017 -1.32132 -0.47066
C 3.36239 -2.10559 -1.13751
C 4.53123 -1.54063 -1.62584
C 4.78555 -0.18478 -1.45362
C 3.87060 0.61444 -0.78979
C 2.42536 1.63323 1.96490
C 3.20429 0.73392 2.69180
C 3.80948 1.18425 3.84894
C 3.64321 2.50746 4.25356
C 2.87280 3.39238 3.51178
C 2.24893 2.95819 2.35285
H 0.63526 -0.32005 1.97977
H 1.52347 -1.76308 -0.08054
H 3.17632 -3.16358 -1.26367
H 5.25233 -2.15970 -2.14193
H 5.69846 0.25179 -1.83433
H 4.06688 1.67104 -0.64949
H 3.35246 -0.28304 2.34750
H 4.42301 0.51203 4.43257
H 4.12844 2.85089 5.15735
H 2.75851 4.41845 3.83209
H 1.64109 3.63345 1.76328
F -3.59288 3.71051 2.17050
B -4.15171 2.59960 2.59942
F -3.89087 2.14053 3.80150
F -4.94018 1.91312 1.78891
F -2.06274 1.19433 1.62721

***

(3)
79
Properties=species:S:1:pos:R:3 method="wB97M-V/def2-TZVPD" e_lumo_ev="-0.554 / -0.555"
C -0.80917 7.12353 -3.67134
C -0.99480 5.75390 -3.93779
C -1.29775 5.35651 -5.25350
C -1.41522 6.34568 -6.23978
N -1.24165 7.63584 -5.96444
C -0.94750 8.03352 -4.72913
C -0.88388 4.77429 -2.88841
C -0.80695 3.93039 -2.00901
C -0.71981 2.96349 -0.96243
C 0.35671 3.02307 -0.06574
C 0.51632 2.03106 0.90667
C -0.42029 1.00008 0.93102
C -1.55401 0.95173 0.12116
C -1.68760 1.94853 -0.85356
Pd -0.07387 -0.59013 2.13879
P 1.85126 -1.38751 1.47394
H -1.44290 4.30669 -5.50425
H -0.56679 7.47546 -2.66968
H -1.65618 6.06320 -7.26636
H -0.81394 9.10197 -4.54851
H -2.52300 1.94776 -1.55463
H 1.07157 3.84072 -0.15096
H -2.28190 0.15381 0.25200
H 1.33606 2.04772 1.61639
C 2.18393 -2.96505 2.30854
C 3.14383 -3.91025 1.58940
H 1.20176 -3.43269 2.47562
H 2.57438 -2.69858 3.30333
H 3.35025 -4.75838 2.25154
H 2.71519 -4.30594 0.66277
H 4.10340 -3.43728 1.35426
C 1.65710 -1.55471 -0.33315
C 2.69635 -0.83910 -1.19281
H 0.65957 -1.13511 -0.54970
H 1.61072 -2.62849 -0.56622
H 2.44412 -0.99686 -2.25022
H 2.69684 0.24539 -1.01797
H 3.71207 -1.22419 -1.03400
C 3.21930 -0.25539 1.85986
C 4.62458 -0.85266 1.84234
H 2.98671 0.14956 2.85571
H 3.14635 0.58939 1.16068
H 5.34285 -0.03834 2.00286
H 4.76767 -1.58182 2.64812
H 4.87829 -1.33039 0.88802
Br -1.58364 -1.73239 3.78558
P -2.82753 -3.76181 -1.66133
C -0.98629 -3.83969 -1.55540
C -0.49473 -5.27627 -1.72257
H -0.68557 -3.42155 -0.58334
H -0.58589 -3.19106 -2.34750
H 0.57053 -5.28179 -1.97717
H -0.62632 -5.85253 -0.79896
H -1.03834 -5.78919 -2.52614
C -3.23891 -3.51462 0.12305
C -4.65663 -4.01769 0.39409
H -3.12685 -2.44966 0.37457
H -2.50523 -4.07395 0.71997
H -4.79714 -4.18585 1.46562
H -5.40283 -3.28800 0.06197
H -4.84489 -4.96341 -0.12866
C -3.05736 -2.04876 -2.32917
C -3.29507 -2.08439 -3.83945
H -2.16986 -1.45037 -2.07773
H -3.92389 -1.61525 -1.80969
H -3.74908 -1.14497 -4.16980
H -2.35634 -2.21592 -4.38866
H -3.97054 -2.90275 -4.11532
C 2.67812 2.59080 5.59346
N 1.28062 2.26178 5.73189
C 0.58114 1.43185 4.88304
N -0.71333 1.26594 5.27399
O 1.08687 0.94604 3.84783
H 3.06283 2.22590 4.63198
H 3.26092 2.15914 6.41920
H 2.80869 3.67964 5.65381
H 0.79962 2.54595 6.57587
H -1.23966 0.47807 4.88905
H -0.96344 1.64635 6.17649

***

(4)
22
Properties=species:S:1:pos:R:3 method="wB97M-V/def2-TZVPD" e_lumo_ev=-0.378
C -1.22337 2.70666 -0.67814
C -0.26040 3.38168 -0.08545
C -1.01971 1.34633 -1.02254
C 0.94874 2.73965 0.44363
C 0.10760 0.73381 -0.72327
C 1.13387 1.50001 -0.04417
C 0.77816 -0.55202 -0.81803
C -1.32539 -3.58467 1.11706
C 0.20598 -1.72796 -0.76456
O 3.48878 0.10545 -0.59847
O 2.18459 -0.29749 1.49110
S 2.23358 0.08065 0.07814
H -1.97309 3.21288 -1.24375
H -0.30039 4.43035 0.28426
H -1.89489 0.67876 -1.31620
H 1.65075 3.43991 0.95296
H -1.22714 -4.09292 0.22162
H -1.55338 -2.58328 0.76453
H -1.98791 -4.11821 1.93354
H 0.87925 -2.59505 -0.44265
H -0.81127 -1.62896 -0.75198
H -0.03435 -3.17557 1.20233

***

The following max |F| values (in eV Å⁻¹) correspond, in order, to the records above: 3.64 0.27 2.62 5.37.